{"formula": "C51H126O29", "method": "wB97M-V/def2-TZVPD", "species": ["H", "H", "H", "H", "H", "C", "H", "H", "H", "H", "H", "H", "O", "H", "H", "H", "H", "H", "O", "O", "C", "H", "C", "H", "H", "H", "C", "H", "H", "H", "O", "C", "C", "C", "H", "O", "H", "O", "H", "H", "H", "H", "H", "H", "C", "H", "H", "O", "H", "O", "C", "H", "H", "H", "O", "H", "H", "H", "H", "H", "H", "C", "H", "H", "C", "C", "H", "H", "C", "H", "C", "H", "H", "C", "O", "H", "H", "C", "H", "O", "H", "C", "C", "O", "C", "C", "C", "C", "H", "C", "C", "O", "C", "H", "O", "C", "C", "H", "H", "H", "C", "H", "H", "H", "H", "H", "H", "H", "H", "H", "C", "H", "O", "H", "H", "C", "H", "O", "H", "H", "H", "O", "H", "H", "H", "H", "H", "H", "H", "H", "C", "H", "C", "H", "H", "O", "H", "O", "O", "H", "O", "H", "H", "C", "H", "H", "H", "H", "H", "C", "C", "C", "H", "H", "C", "H", "H", "O", "O", "C", "H", "C", "H", "H", "C", "H", "H", "H", "C", "O", "C", "H", "C", "O", "H", "C", "H", "H", "O", "H", "H", "H", "H", "H", "O", "H", "H", "H", "H", "H", "C", "C", "H", "C", "H", "H", "H", "H", "C", "O", "O", "C", "H", "H", "C", "C"], "xyz": [[-17.0353, -5.3564, 18.1611], [-25.8870, -8.7536, 22.2810], [-11.4364, -9.6079, 20.7376], [-17.0305, -11.8100, 16.7161], [-16.3075, -3.0738, 16.5177], [-15.0501, -4.6549, 17.2220], [-21.0913, -12.2799, 27.2017], [-19.3315, -3.7552, 15.8220], [-19.1736, -7.5739, 18.5554], [-15.9902, -5.7154, 27.3570], [-14.5870, -7.3791, 24.5379], [-22.4797, -6.5159, 16.9399], [-14.9595, -3.7019, 25.0654], [-20.6191, -1.5875, 21.8500], [-21.5213, -0.1640, 24.2079], [-25.1371, -5.8137, 23.7414], [-19.9341, -3.2381, 23.9933], [-14.9387, -8.1609, 20.0666], [-17.9927, -9.8138, 28.1696], [-17.9416, -2.2357, 23.4127], [-17.0682, -11.0863, 15.8334], [-14.4196, -11.8405, 22.4580], [-17.9848, -5.6097, 21.6155], [-15.7891, -6.6166, 17.9503], [-18.2596, -12.2154, 24.3692], [-23.5929, -8.3190, 26.8848], [-22.5558, -3.5642, 19.5161], [-16.3908, -6.3298, 26.0972], [-23.0859, -0.8298, 24.6555], [-20.4785, -0.7747, 17.5125], [-22.0931, -2.9072, 18.6096], [-21.6815, -3.9721, 20.5667], [-12.4608, -5.4942, 23.0336], [-15.7429, -8.9795, 28.2810], [-18.1740, -10.2317, 18.6428], [-20.7030, -9.1695, 17.2351], [-15.0719, -8.2496, 15.0872], [-19.7798, -10.6235, 22.1951], [-8.6785, -9.0785, 23.2584], [-18.1758, -8.3885, 21.4222], [-12.6153, -6.3491, 23.6855], [-16.3816, -0.3298, 25.3501], [-12.4727, -4.6017, 23.6470], [-22.4495, -11.7911, 23.4145], [-22.5131, -8.2061, 26.8944], [-15.8288, -11.4762, 23.1290], [-17.5958, -10.8390, 20.2775], [-14.9609, -11.0623, 22.8071], [-16.8957, -5.6983, 21.6799], [-16.8095, -5.9254, 26.9077], [-12.9313, -4.6817, 20.6515], [-22.0070, -3.6197, 21.5531], [-20.2763, -8.0012, 25.0614], [-22.9931, -8.2675, 16.6670], [-18.7859, -3.4260, 18.3264], [-12.9853, -12.3034, 17.0475], [-27.0494, -7.8515, 21.2854], [-19.8266, -9.2733, 26.2250], [-21.8730, -1.9615, 24.5339], [-20.3210, -9.7514, 24.6190], [-18.1678, -5.7726, 20.5662], [-25.2124, -6.8506, 21.8658], [-26.7850, -7.4142, 23.0711], [-20.0904, -4.7593, 23.6206], [-16.9746, -9.5116, 27.6088], [-15.3878, -3.2036, 17.0682], [-15.5052, -9.5691, 21.0310], [-20.6259, -6.8255, 19.2605], [-22.5685, -1.2297, 22.6067], [-13.7861, -4.2486, 20.1065], [-17.3849, -0.4557, 24.9812], [-23.0228, -7.4685, 18.2878], [-11.9485, -13.5192, 17.8734], [-9.1742, -8.6633, 22.3861], [-13.9082, -5.0592, 16.9263], [-8.6940, -8.9890, 21.4623], [-17.5869, -12.7678, 28.3875], [-13.6423, -12.9426, 19.0238], [-19.9254, -5.8589, 26.6640], [-11.1246, -9.1574, 23.5910], [-17.9668, -0.8770, 25.7650], [-20.9386, -10.9804, 22.0349], [-21.4776, -12.0492, 22.9936], [-19.5001, -6.3151, 23.2728], [-13.4170, -5.4119, 21.8489], [-17.8133, -13.0588, 27.3672], [-22.4723, -7.5690, 17.3406], [-21.8209, -10.6332, 20.8247], [-15.8631, -8.8304, 29.3827], [-15.9468, -5.5790, 18.0803], [-20.1231, -7.0834, 18.3135], [-16.6613, -3.0292, 20.4449], [-20.5435, -9.0017, 25.4375], [-14.8498, -9.6270, 28.1002], [-19.2827, -12.3105, 25.6616], [-20.2098, -12.0722, 27.7954], [-19.7483, -1.2504, 18.1948], [-14.1544, -4.3504, 27.0583], [-18.3499, -4.6345, 21.9606], [-22.1804, -8.3860, 27.9056], [-17.3700, -10.5554, 19.2520], [-15.4932, -13.9898, 19.2266], [-20.1689, -12.7105, 28.6792], [-11.3759, -7.8334, 20.8069], [-20.0848, -6.1299, 17.7832], [-21.4711, -9.7573, 20.2778], [-16.9666, -2.6213, 27.1709], [-14.6119, -3.1176, 21.9945], [-12.7676, -8.8822, 24.1657], [-17.3350, -3.4267, 19.8762], [-14.8759, -13.6185, 18.4244], [-15.8269, -9.5357, 25.8225], [-14.5641, -5.8789, 21.8177], [-20.6096, -3.8448, 20.5032], [-17.2116, -2.9191, 21.2496], [-21.0450, -8.0661, 17.6405], [-18.7764, -8.6557, 23.0442], [-14.0873, -2.7191, 22.6956], [-12.6155, -8.7027, 21.7722], [-13.4672, -4.9544, 28.2533], [-14.1654, -9.5264, 23.7970], [-24.3712, -7.1947, 20.9847], [-16.5458, -1.1186, 21.6149], [-21.8329, -5.1077, 20.7848], [-20.8036, -12.2765, 23.8015], [-14.5607, -2.6191, 16.6632], [-11.9741, -11.8476, 18.4665], [-24.2617, -3.3854, 20.6133], [-14.9905, -4.6685, 24.8277], [-25.6668, -4.8651, 22.3607], [-26.3709, -7.7732, 22.1441], [-17.2174, -4.0581, 26.6571], [-19.4129, -2.6010, 17.7058], [-16.5588, -9.0352, 14.2523], [-24.6828, -3.5778, 18.9306], [-20.6619, -5.2365, 26.5003], [-14.5439, -2.9074, 23.5335], [-22.5230, -10.1974, 25.5883], [-23.6469, -1.6427, 22.2312], [-22.1506, -7.2153, 26.6587], [-16.9423, -8.2758, 18.6248], [-17.1694, -11.5890, 14.8970], [-11.4250, -5.4155, 22.6536], [-17.3758, -1.1670, 23.6179], [-8.9604, -7.5796, 22.4348], [-21.7070, -1.0134, 20.6370], [-24.0041, -5.3847, 22.4583], [-15.5140, -5.4302, 19.1378], [-12.2726, -3.9019, 21.0272], [-11.5757, -8.7267, 21.3725], [-15.2924, -9.2023, 20.0364], [-19.6866, -2.8071, 16.2270], [-17.1364, -8.0058, 22.8686], [-17.8369, -14.1444, 27.4239], [-21.9196, -9.1964, 25.9128], [-15.8125, -3.4997, 25.5212], [-18.4522, -11.4737, 23.0389], [-13.5266, -12.5371, 20.1602], [-17.7481, -11.8312, 23.6346], [-18.1671, -8.0065, 22.4544], [-16.6894, -8.3420, 15.8346], [-19.0788, -12.5388, 26.8447], [-20.0480, -10.9588, 27.9736], [-15.5536, -2.9073, 18.1464], [-16.5296, -9.2891, 19.2392], [-15.7023, -7.9942, 27.8187], [-14.5232, -9.9234, 19.6607], [-24.0945, -5.0158, 19.8217], [-25.0219, -5.6546, 22.7128], [-13.7459, -8.8550, 24.3425], [-16.5891, -0.4932, 22.5578], [-17.3753, -8.6962, 25.6526], [-10.6672, -8.8771, 22.5166], [-14.9172, -10.5895, 16.5173], [-17.9656, -10.5262, 15.9428], [-22.2233, -1.0161, 24.1051], [-17.0527, -12.7372, 26.6751], [-14.7427, -14.2596, 17.5691], [-14.2554, -5.0369, 27.7332], [-19.2835, -1.9284, 15.7413], [-16.8936, 0.5694, 22.3462], [-21.5183, -12.9403, 22.4021], [-20.7376, -2.6497, 16.0316], [-15.3709, -12.7670, 17.9719], [-17.1388, -3.1346, 26.3954], [-22.8853, -10.4137, 21.0915], [-21.1361, 0.1419, 21.9051], [-17.3131, -10.4739, 25.7227], [-20.4380, -4.8119, 25.6332], [-18.8260, -0.6942, 18.0665], [-18.6022, -6.6318, 22.5090], [-15.9775, -8.8599, 15.2143], [-15.2831, -6.4141, 23.4976], [-23.9863, -3.9074, 19.7155], [-21.7903, -11.5600, 20.2496], [-20.0188, -1.2858, 19.2213], [-15.6302, -0.4428, 23.0957], [-16.8086, -11.3965, 18.7875], [-12.5380, -12.6339, 18.0201], [-15.2794, -6.6528, 24.4503], [-20.5290, -3.8819, 23.6118], [-15.8457, -10.1976, 15.8769], [-12.3514, -5.3996, 20.0394], [-17.7099, 0.5910, 24.7852], [-21.4422, -0.8860, 21.6765], [-16.8738, -9.5519, 26.1392]], "lowdin_charge": [0.07, 0.09, 0.10, 0.09, 0.07, -0.45, 0.07, 0.09, 0.06, -0.01, 0.03, 0.09, -0.09, 0.08, 0.09, 0.07, 0.01, 0.08, 0.06, 0.04, -0.02, 0.07, 0.02, 0.02, -0.02, 0.08, -0.52, 0.04, 0.05, 0.10, 0.07, -0.04, 0.00, -0.01, 0.06, 0.04, 0.09, 0.01, 0.08, 0.10, 0.07, 0.08, 0.08, 0.08, 0.00, 0.04, 0.08, -0.11, 0.07, -0.07, -0.02, 0.07, 0.07, 0.08, 0.03, 0.09, 0.09, 0.08, 0.08, 0.09, 0.08, -0.46, 0.07, -0.01, -0.52, -0.02, 0.06, 0.08, -0.47, 0.08, -0.02, 0.07, 0.08, -0.01, 0.01, 0.08, 0.09, -0.47, 0.04, 0.06, 0.05, -0.41, -0.01, 0.05, -0.46, -0.01, -0.02, 0.01, 0.10, -0.02, -0.01, -0.08, -0.01, 0.11, 0.02, 0.01, -0.02, 0.03, 0.08, 0.08, 0.02, 0.08, 0.08, 0.08, 0.08, 0.07, 0.06, 0.01, 0.03, 0.00, -0.01, 0.07, 0.01, 0.08, 0.01, -0.48, 0.05, -0.06, 0.09, 0.04, 0.01, -0.01, 0.08, 0.13, 0.05, 0.08, 0.06, 0.06, 0.04, 0.10, -0.01, 0.02, -0.52, 0.11, 0.10, -0.08, -0.01, 0.05, 0.06, 0.05, -0.01, 0.08, 0.09, -0.47, 0.09, 0.06, 0.08, 0.09, 0.09, 0.00, -0.01, -0.01, 0.11, 0.10, -0.50, 0.00, 0.01, 0.05, -0.10, 0.01, 0.07, -0.45, 0.09, 0.09, -0.45, 0.06, 0.10, 0.08, -0.01, -0.08, -0.02, 0.10, -0.49, 0.06, 0.07, 0.00, 0.09, 0.08, -0.04, 0.08, 0.11, 0.08, 0.08, 0.04, -0.03, 0.10, 0.09, 0.07, 0.02, 0.10, -0.46, -0.01, 0.01, -0.01, 0.09, 0.05, 0.09, 0.07, -0.02, -0.11, -0.07, -0.51, 0.11, 0.10, -0.03, -0.01], "lumo_energy_ev": 0.34, "largest_force_ev_per_a": 5.07, "total_charge": 0}